{
  "formula": "C12H37BIN12O8",
  "method": "ωB97M-V/def2-TZVPD",
  "homo_ev": -4.795,
  "total_energy_ev": -56091.2697,
  "charge": -1,
  "lumo_energy_ev": 1.6,
  "homo_lumo_gap_ha": 0.23495,
  "elements": ["C", "C", "C", "C", "B", "O", "C", "C", "I", "O", "H", "H", "H", "H", "H", "H", "H", "H", "H", "H", "H", "H", "H", "C", "O", "N", "N", "H", "H", "H", "H", "C", "O", "N", "N", "H", "H", "H", "H", "C", "O", "N", "N", "H", "H", "H", "H", "C", "O", "N", "N", "H", "H", "H", "H", "C", "O", "N", "N", "H", "H", "H", "H", "C", "O", "N", "N", "H", "H", "H", "H"],
  "positions_angstrom": [[-2.7076, 5.1287, 1.2414], [-4.0551, 5.1515, 0.5246], [-4.0035, 6.1825, -0.6286], [-4.5647, 3.7683, 0.0662], [-3.4683, 2.7227, -0.4972], [-3.4162, 2.5029, -1.9795], [-2.4490, 1.5025, -2.0246], [-2.7529, 0.6238, -0.7492], [-0.9764, 0.2029, 0.5028], [-3.7208, 1.2692, -0.0851], [-2.6510, 4.3149, 1.9578], [-2.4887, 6.0839, 1.7141], [-1.9216, 4.9574, 0.5129], [-4.7716, 5.5266, 1.2573], [-4.2750, 5.7022, -1.5603], [-4.7001, 6.9979, -0.4483], [-3.0072, 6.6009, -0.7169], [-5.2579, 3.9574, -0.7541], [-5.1174, 3.2997, 0.8774], [-2.2950, 2.9022, -0.1806], [-1.4491, 1.9253, -1.9546], [-2.4386, 0.9005, -2.9369], [-3.1476, -0.3596, -0.9846], [1.3678, 2.6031, -3.7813], [0.7112, 2.1490, -2.8658], [2.0427, 3.7906, -3.6794], [1.4873, 1.9627, -4.9843], [2.5922, 4.1831, -4.4188], [1.9712, 4.2810, -2.8075], [1.0068, 1.0878, -5.0851], [2.0294, 2.3132, -5.7499], [0.6933, -3.5910, -0.8281], [0.2735, -3.1508, -1.8825], [0.7955, -2.8333, 0.3049], [1.1103, -4.8925, -0.6962], [1.1519, -3.1936, 1.1699], [0.4970, -1.8601, 0.2752], [1.0708, -5.4851, -1.5064], [1.4614, -5.2710, 0.1612], [-0.8980, 2.6735, 5.0368], [-0.9304, 3.1277, 6.1706], [-0.1604, 3.2258, 4.0356], [-1.6047, 1.5583, 4.6742], [-0.1335, 2.8610, 3.0985], [0.3722, 4.0456, 4.2569], [-2.1667, 1.1198, 5.3792], [-1.5897, 1.1689, 3.7465], [1.9342, -1.0128, 4.6195], [2.4325, -0.3268, 3.7488], [2.5444, -2.1518, 5.0907], [0.7364, -0.7131, 5.1986], [2.1561, -2.7335, 5.8077], [3.4282, -2.3968, 4.6862], [0.2587, 0.1124, 4.8755], [0.3145, -1.2664, 5.9191], [3.9931, -1.2008, -2.8161], [4.5042, -0.5254, -3.6989], [4.5819, -2.3519, -2.3548], [2.8159, -0.8852, -2.2228], [4.1808, -2.9281, -1.6395], [5.4521, -2.6207, -2.7717], [2.3380, -0.0554, -2.5318], [2.3956, -1.4393, -1.4984], [2.2995, -8.4074, -1.8216], [2.3171, -7.2272, -2.1181], [2.2075, -8.8405, -0.5266], [2.3705, -9.3960, -2.7627], [2.1901, -9.8070, -0.2637], [2.1528, -8.1402, 0.1886], [2.4369, -9.1092, -3.7217], [2.3572, -10.3737, -2.5450]],
  "forces_ev_per_angstrom": [[0.07, -0.15, -0.38], [-0.06, 0.22, 0.18], [-0.16, -0.36, 0.41], [0.59, 0.04, -0.51], [0.07, 0.02, -0.31], [-0.02, 0.25, -0.09], [0.75, -0.16, 0.43], [-2.32, -0.03, -1.34], [0.47, 0.25, 0.48], [0.56, 0.18, 0.81], [0.02, -0.03, 0.28], [-0.11, 0.15, 0.27], [0.18, -0.14, -0.08], [-0.19, 0.11, 0.08], [0.06, 0.00, -0.32], [-0.08, 0.17, -0.07], [0.19, 0.15, -0.17], [-0.41, -0.13, 0.02], [-0.12, -0.13, 0.16], [-0.02, 0.47, 0.42], [0.16, 0.06, 0.12], [-0.48, -0.10, -0.06], [0.69, -0.50, 0.05], [0.04, -0.02, -0.07], [0.17, -0.12, 0.06], [0.02, 0.12, 0.01], [-0.09, 0.02, -0.09], [0.00, -0.05, -0.01], [-0.03, -0.04, 0.00], [0.03, 0.00, 0.04], [0.06, -0.02, 0.05], [-0.07, -0.02, 0.22], [0.05, -0.02, -0.06], [0.27, 0.27, -0.07], [-0.16, 0.03, -0.09], [-0.01, -0.02, -0.01], [-0.12, -0.41, -0.05], [0.19, -0.03, 0.02], [0.03, 0.06, 0.00], [-0.03, 0.16, -0.13], [0.01, -0.05, 0.04], [0.10, 0.01, -0.02], [0.15, -0.38, 0.06], [-0.08, -0.01, 0.00], [-0.03, -0.01, 0.00], [-0.07, 0.11, -0.03], [-0.13, 0.11, -0.18], [-0.13, 0.09, 0.04], [0.10, -0.07, -0.03], [0.07, -0.14, 0.00], [0.03, 0.04, -0.06], [-0.02, 0.04, 0.00], [-0.01, 0.04, 0.00], [-0.05, -0.01, 0.07], [0.03, 0.00, 0.00], [-0.23, 0.03, 0.07], [0.09, -0.03, -0.05], [0.18, -0.08, 0.05], [0.08, 0.20, -0.02], [-0.08, 0.01, -0.05], [-0.03, 0.02, -0.02], [-0.07, -0.01, 0.07], [-0.11, -0.03, -0.10], [-0.02, -0.05, -0.05], [-0.01, -0.05, 0.05], [0.02, 0.02, 0.06], [0.03, -0.05, -0.07], [-0.01, 0.01, -0.03], [-0.01, -0.01, -0.02], [-0.01, 0.02, 0.02], [-0.01, 0.02, 0.02]]
}

---

{
  "formula": "C5H14NO2",
  "method": "ωB97M-V/def2-TZVPD",
  "relative_energy_kcal_mol": 52.3,
  "multiplicity": 2,
  "homo_ev": [3.753, -1.046],
  "total_energy_ev": -10991.1936,
  "charge": -2,
  "lumo_energy_ev": [6.2, 6.2],
  "s2": 0.751,
  "homo_lumo_gap_ha": [0.08911, 0.26512],
  "elements": ["C", "O", "C", "C", "C", "C", "N", "H", "H", "H", "H", "H", "H", "H", "H", "H", "H", "H", "H", "H", "H", "O"],
  "positions_angstrom": [[0.3398, 0.1460, -1.9010], [0.7288, -0.9259, -2.6002], [1.2871, -0.0030, -0.6916], [0.6399, 0.5395, 0.6252], [0.0922, -0.4575, 1.6389], [-1.5853, 0.5205, 3.0390], [-0.1024, 0.0376, 3.0011], [0.5695, 1.1716, -2.3397], [-0.7715, 0.1290, -1.8748], [2.1710, 0.5225, -0.8097], [1.3188, -1.0638, -0.7547], [1.4495, 1.0307, 1.1025], [-0.0190, 1.4917, 0.2956], [0.8700, -1.3110, 1.7231], [-0.8002, -0.8491, 1.1479], [-2.0107, 0.8705, 2.0848], [-1.8178, 1.1866, 3.7960], [-2.0916, -0.3105, 3.3251], [0.4995, 0.9459, 3.0208], [-0.7151, -0.9304, -5.2642], [0.1515, -1.2530, -3.7819], [-0.2039, -1.4879, -4.7822]],
  "forces_ev_per_angstrom": [[0.98, 0.54, -0.67], [0.22, -1.45, -2.75], [-4.83, 0.53, 2.01], [0.02, 2.03, -1.27], [1.51, -1.29, -0.94], [2.88, 0.05, -1.74], [-1.13, 3.32, -0.78], [-0.08, -0.30, -0.24], [0.07, 0.33, 1.41], [1.89, 0.61, -0.76], [0.97, -0.88, 0.83], [0.94, 0.68, 1.00], [0.69, -2.35, 1.05], [-1.10, 1.07, -0.45], [-0.28, -0.39, 0.79], [0.50, 0.07, 0.10], [0.01, 1.78, 1.70], [-1.86, -2.71, 0.61], [-1.37, -1.90, 0.22], [-2.17, 2.82, -1.51], [0.02, 1.06, 0.30], [2.14, -3.61, 1.08]]
}

---

{
  "formula": "C24H41As3F3IN4PdS",
  "method": "ωB97M-V/def2-TZVPD",
  "relative_energy_kcal_mol": 19.9,
  "multiplicity": 3,
  "homo_ev": [-12.485, -12.495],
  "total_energy_ev": -244584.9336,
  "charge": 2,
  "lumo_energy_ev": [-5.1, -7.3],
  "s2": 2.009,
  "homo_lumo_gap_ha": [0.27279, 0.19090],
  "elements": ["Pd", "C", "As", "C", "C", "C", "C", "C", "As", "C", "C", "C", "As", "C", "C", "H", "H", "H", "H", "H", "H", "H", "H", "H", "H", "H", "H", "H", "H", "H", "H", "H", "H", "H", "H", "H", "H", "H", "H", "H", "H", "H", "C", "N", "C", "N", "S", "H", "H", "H", "H", "H", "H", "F", "C", "F", "F", "C", "C", "C", "N", "C", "C", "H", "H", "H", "H", "I", "C", "C", "C", "C", "C", "N", "H", "H", "H", "H"],
  "positions_angstrom": [[0.7447, 0.1820, 0.7691], [-2.8569, -0.1794, 2.2442], [-1.2860, -1.1470, 1.6329], [-1.0649, -2.3166, 3.1744], [-1.9735, -2.5192, 0.4094], [-2.5438, -2.1580, -0.9731], [-3.6968, -1.1609, -0.8333], [-1.4585, -1.6168, -1.9046], [-0.4445, 0.0060, -1.4951], [0.4455, 0.1310, -3.2170], [-1.6732, 1.5042, -1.6452], [-3.0487, -3.4854, -1.5677], [-4.0388, -3.6842, -3.2954], [-5.8197, -3.1303, -2.6969], [-3.6434, -2.0935, -4.3849], [-3.0161, 0.7425, 1.6923], [-2.7059, 0.0697, 3.2936], [-3.7273, -0.8261, 2.1482], [-2.0184, -2.8021, 3.3758], [-0.7803, -1.7284, 4.0449], [-0.3055, -3.0739, 2.9874], [-2.7438, -3.0266, 0.9931], [-1.1423, -3.2207, 0.2927], [-3.3647, -0.2330, -0.3643], [-4.5009, -1.5815, -0.2265], [-4.1116, -0.9130, -1.8091], [-1.8863, -1.4214, -2.8864], [-0.6834, -2.3785, -2.0376], [-0.3294, 0.1454, -3.9820], [1.0908, -0.7302, -3.3766], [1.0349, 1.0430, -3.2906], [-2.4439, 1.2950, -2.3844], [-1.1009, 2.3745, -1.9648], [-2.1314, 1.7298, -0.6851], [-3.7445, -3.9484, -0.8614], [-2.2077, -4.1769, -1.6625], [-6.1227, -3.7369, -1.8442], [-6.5236, -3.3119, -3.5072], [-5.8624, -2.0748, -2.4276], [-2.6218, -2.1220, -4.7626], [-3.8342, -1.1500, -3.8705], [-4.3137, -2.1540, -5.2415], [1.1452, 0.5787, 5.5964], [0.7158, 0.7704, 4.2156], [0.0747, 1.8415, 3.7686], [-0.3316, 2.7475, 4.6561], [-0.2630, 2.1419, 2.1064], [1.6567, -0.3769, 5.6650], [0.2903, 0.5468, 6.2732], [1.8330, 1.3641, 5.9132], [1.1160, 0.1769, 3.5102], [-0.1639, 2.6435, 5.6429], [-0.8899, 3.5268, 4.3496], [4.2730, 2.2972, -5.0943], [4.5734, 2.9382, -3.9567], [4.2987, 4.2327, -4.1169], [5.8857, 2.8040, -3.7401], [3.7886, 2.3402, -2.8103], [2.8772, 3.0865, -2.0885], [2.1821, 2.4573, -1.0687], [2.3554, 1.1688, -0.7600], [3.2413, 0.4582, -1.4654], [3.9851, 1.0043, -2.4957], [2.7076, 4.1311, -2.3097], [1.4615, 3.0014, -0.4687], [3.3567, -0.5858, -1.2005], [4.6962, 0.3999, -3.0436], [2.7913, -1.8220, 1.6054], [3.6796, 0.0521, 2.0276], [5.0383, 0.1668, 2.2379], [5.5217, 1.4463, 2.4817], [4.6366, 2.5137, 2.5181], [3.2913, 2.2748, 2.2880], [2.8184, 1.0508, 2.0373], [5.6913, -0.6952, 2.2174], [6.5819, 1.6035, 2.6364], [4.9800, 3.5189, 2.7211], [2.5588, 3.0738, 2.2907]],
  "forces_ev_per_angstrom": [[-0.15, 0.56, 0.06], [0.03, 0.09, 0.00], [0.03, -0.23, 0.14], [0.16, 0.08, 0.01], [0.10, 0.11, -0.08], [-0.12, 0.15, 0.14], [0.14, -0.04, 0.00], [0.12, -0.03, 0.12], [-0.47, 0.01, 0.05], [0.23, 0.05, 0.09], [0.04, 0.03, 0.05], [-0.02, 0.04, -0.16], [-0.06, -0.22, -0.07], [0.01, 0.16, 0.02], [0.00, 0.06, 0.12], [0.01, -0.02, -0.04], [0.01, 0.01, 0.01], [0.00, -0.02, 0.02], [-0.02, -0.02, -0.01], [0.02, 0.01, 0.01], [0.00, 0.01, -0.02], [-0.03, -0.04, 0.03], [-0.01, -0.06, 0.00], [-0.06, 0.00, -0.02], [0.01, 0.01, -0.01], [0.01, 0.02, 0.05], [0.03, 0.01, 0.01], [0.01, -0.01, -0.04], [-0.04, -0.01, 0.00], [0.00, -0.02, 0.01], [-0.01, 0.01, 0.03], [-0.02, -0.03, -0.03], [0.02, 0.01, -0.01], [-0.04, -0.03, 0.02], [0.02, -0.01, 0.02], [0.04, 0.02, 0.05], [0.00, -0.01, -0.01], [0.00, -0.01, -0.01], [-0.06, -0.07, 0.00], [-0.02, -0.01, -0.03], [0.01, 0.00, -0.08], [-0.01, 0.00, -0.01], [-0.08, -0.04, 0.01], [0.05, -0.02, 0.02], [-0.08, 0.07, -0.03], [-0.08, 0.05, -0.02], [0.04, -0.15, -0.37], [0.00, 0.00, -0.01], [-0.01, 0.00, -0.01], [0.01, 0.03, -0.01], [0.06, -0.07, -0.12], [-0.01, 0.01, 0.02], [0.04, 0.02, -0.02], [0.03, 0.04, 0.01], [-0.04, -0.01, 0.00], [0.03, 0.00, -0.02], [0.00, 0.02, -0.03], [0.08, -0.07, -0.05], [-0.06, 0.06, 0.05], [0.06, -0.09, 0.08], [-0.05, 0.03, -0.06], [0.05, 0.11, -0.03], [-0.03, -0.01, 0.06], [0.00, -0.02, 0.01], [-0.02, 0.02, 0.00], [-0.03, -0.01, 0.03], [-0.02, 0.00, 0.01], [0.21, -0.05, 0.02], [-0.07, -0.24, -0.07], [0.10, 0.01, 0.03], [0.05, -0.03, 0.00], [-0.08, 0.03, -0.02], [0.02, 0.04, -0.01], [-0.02, -0.27, 0.16], [-0.03, 0.04, -0.03], [-0.04, -0.01, 0.03], [0.00, -0.02, -0.03], [0.00, -0.01, 0.01]]
}

---

{
  "formula": "C7H10AuBF4N",
  "method": "ωB97M-V/def2-TZVPD",
  "relative_energy_kcal_mol": 14.5,
  "multiplicity": 3,
  "homo_ev": [-2.609, -4.122],
  "total_energy_ev": -24151.2165,
  "charge": -1,
  "lumo_energy_ev": [3.3, 0.8],
  "s2": 2.026,
  "homo_lumo_gap_ha": [0.21803, 0.18252],
  "elements": ["C", "C", "C", "C", "C", "Au", "N", "C", "C", "H", "H", "H", "H", "H", "H", "H", "H", "H", "H", "F", "B", "F", "F", "F"],
  "positions_angstrom": [[0.2118, -3.5391, -0.2744], [-1.0407, -3.4142, 0.3615], [-0.8920, -2.5311, 1.5115], [0.5883, -2.1815, 1.5766], [1.1908, -2.7779, 0.4258], [-0.6491, -0.7075, 0.5863], [0.0004, 2.3445, -1.6307], [-0.9097, 3.0085, -2.4519], [-1.1236, 1.5865, -1.4605], [-1.5968, -2.3495, 2.3246], [-1.9442, -3.9551, 0.0973], [1.0713, -1.8319, 2.4853], [2.2313, -2.7036, 0.1282], [0.4168, -4.1981, -1.1168], [-1.1351, 0.5268, -1.8859], [-0.8012, 2.7213, -3.5146], [0.2390, 2.7844, -0.6943], [-1.5299, 1.5960, -0.3945], [-1.2245, 4.0663, -2.2510], [0.5817, 1.5201, 2.1280], [1.4243, 2.2777, 1.2667], [2.4905, 2.9471, 1.9175], [1.8666, 1.4857, 0.1685], [0.5339, 3.3246, 0.6968]],
  "forces_ev_per_angstrom": [[0.36, -0.07, 0.35], [0.95, -0.29, 0.49], [2.51, -0.75, 0.81], [-2.85, -0.85, 1.01], [-0.76, -1.32, -0.89], [-0.28, 2.44, -0.96], [4.13, 0.77, 1.32], [-1.56, -1.44, 0.40], [-2.16, 0.02, -0.28], [0.25, -0.45, -0.28], [0.12, 0.31, -0.08], [0.00, 0.16, -0.45], [-0.18, 0.10, 0.14], [-0.08, 0.45, 0.09], [-0.19, 1.45, 0.10], [-0.21, 0.46, 0.48], [-0.08, -0.18, -2.07], [-0.26, 0.38, -1.62], [-0.17, -1.31, 0.15], [0.94, 0.30, -0.19], [-0.49, 0.59, -0.57], [-0.79, -0.82, -0.29], [-0.01, 0.34, 1.28], [0.82, -0.29, 1.11]]
}

---

{
  "formula": "C5H13NO3",
  "method": "ωB97M-V/def2-TZVPD",
  "relative_energy_kcal_mol": 40.2,
  "homo_ev": -9.553,
  "total_energy_ev": -13027.4879,
  "charge": 0,
  "lumo_energy_ev": 0.7,
  "homo_lumo_gap_ha": 0.37703,
  "elements": ["N", "C", "O", "C", "C", "C", "C", "O", "H", "H", "H", "H", "H", "H", "H", "H", "H", "H", "H", "O", "H", "H"],
  "positions_angstrom": [[-0.6250, 2.8692, 1.0838], [0.2437, 1.8396, 1.2680], [0.5476, 1.3459, 2.3376], [0.8713, 1.2586, -0.0131], [-0.2961, 0.6450, -0.8620], [-0.3481, -0.8625, -0.6737], [0.1279, -1.6570, -1.9052], [-0.2662, -3.0123, -1.6577], [-0.4479, 3.5541, 0.3628], [-1.4061, 3.2672, 1.5857], [1.5964, 0.4658, 0.1868], [1.3451, 2.0368, -0.5695], [-1.2356, 1.2090, -0.6250], [-0.0560, 1.1611, -1.8099], [-1.4426, -1.0741, -0.6195], [0.1925, -1.1435, 0.2703], [1.1623, -1.5429, -2.2615], [-0.4718, -1.3885, -2.7773], [-0.2290, -3.2333, -0.7244], [-0.0687, -1.9953, 2.2319], [0.8647, -2.2396, 2.1140], [-0.0585, -1.5032, 3.0577]],
  "forces_ev_per_angstrom": [[-0.80, 1.95, -1.11], [1.80, -1.17, 0.54], [-0.87, 0.13, 0.20], [-1.62, 0.07, 0.58], [0.86, 2.53, 0.21], [-0.61, 0.54, -1.18], [-1.23, -0.45, 0.59], [0.57, -0.45, -0.71], [0.39, -0.70, -0.53], [0.50, -1.03, 1.20], [-0.05, 0.43, 0.41], [0.45, 0.66, -0.36], [0.60, -0.97, 0.26], [-0.33, -1.59, -0.62], [0.92, -0.47, 0.41], [-0.83, 0.17, -1.04], [0.10, -0.15, 0.75], [-0.08, 0.31, 0.07], [0.16, 0.28, 0.11], [0.60, -0.39, 0.11], [-0.42, 0.06, 0.07], [-0.11, 0.22, 0.05]]
}

---

{
  "formula": "CH5FN2",
  "method": "ωB97M-V/def2-TZVPD",
  "relative_energy_kcal_mol": 131.0,
  "homo_ev": [-9.115, -9.791],
  "total_energy_ev": -6809.7466,
  "charge": 0,
  "lumo_energy_ev": [-0.3, 0.0],
  "homo_lumo_gap_ha": [0.32254, 0.36055],
  "elements": ["C", "N", "N", "F", "H", "H", "H", "H", "H"],
  "positions_angstrom": [[-0.7113, -0.8883, -0.2264], [1.2953, 0.8727, -0.6746], [1.5318, -0.3672, -0.6378], [2.0116, -0.7348, 0.7900], [-0.8249, 0.2040, -0.5627], [-0.9520, -1.6055, -1.0310], [-0.8664, -1.0955, 0.8015], [0.6970, 1.4580, -0.0259], [2.2360, 1.3045, -0.8051]],
  "forces_ev_per_angstrom": [[1.12, 2.29, -2.76], [1.46, 4.52, -0.08], [-2.43, -3.92, 1.51], [-0.07, 0.27, -0.33], [-0.19, -2.01, 0.68], [0.21, 0.30, 0.85], [0.17, -0.40, 0.67], [0.77, -1.50, -0.48], [-1.03, 0.44, -0.06]]
}